Density functional theory data (ωB97M-V with the def2-TZVPD basis set) for one molecule with the formula C3H8N2O2 at a distorted geometry.

XYZ file:
```
15
Properties=species:S:1:pos:R:3:forces:R:3
O -1.735 0.865 1.351 -0.36 -0.60 0.66
O 2.029 0.982 -0.075 -1.11 0.83 0.58
N 1.828 -1.913 -0.001 -0.66 1.77 -0.92
N -0.308 1.131 -0.531 1.03 1.00 1.24
C -1.641 0.874 -0.045 1.20 -3.04 0.68
C 0.621 -0.968 0.129 0.37 -0.83 2.38
C 0.903 0.563 0.055 -0.64 -2.08 -3.29
H 1.549 -2.661 -0.637 -0.32 -0.03 0.46
H 2.523 -1.432 -0.610 -0.44 0.00 0.88
H -0.091 -1.077 -0.673 -0.09 -0.52 -0.28
H -1.814 -0.211 -0.286 -0.68 1.02 -0.02
H -1.268 1.588 1.751 0.32 0.77 0.08
H -2.407 1.504 -0.427 -0.20 0.70 -1.01
H -0.243 1.934 -1.108 0.67 0.97 -0.08
H 0.054 -1.178 1.107 0.91 0.05 -1.36
```
Positions in Å, forces in eV/Å.

Values from the calculation:
2S+1   1
Charge   0
Electronic energy   -379.05791 Eh
Energy relative to the best compared isomer or geometry (same formula, charge and spin)   52.1 kcal per mole

Results of the Mulliken charge analysis, in e, for atoms 1 through 2: atom 1 (O): -0.53, atom 2 (O): -0.56

---

Density functional theory data (ωB97M-V with the def2-TZVPD basis set) for a 2-piece molecular cluster, C3H8N2O2 overall.

XYZ file:
```
15
Properties=species:S:1:pos:R:3:forces:R:3
O 2.314 3.002 0.452 0.03 0.09 0.01
O -2.135 -1.735 1.349 -0.09 -0.08 -0.02
N 0.659 2.415 -1.007 0.04 0.01 0.43
N 0.061 -1.221 1.347 -0.41 -0.12 -0.41
C 1.523 2.197 0.031 -0.04 -0.01 -0.09
C -1.012 -1.765 -0.770 0.05 -0.09 0.02
C -1.108 -1.572 0.729 0.15 0.10 0.09
H 1.445 1.181 0.450 0.02 -0.07 -0.05
H -1.530 -2.688 -1.014 0.00 -0.09 -0.01
H 0.863 -0.984 0.793 0.19 -0.14 0.30
H 0.482 3.388 -1.207 -0.01 -0.06 -0.21
H 0.062 -1.189 2.351 0.17 0.21 0.02
H -1.527 -0.972 -1.310 0.01 0.12 0.10
H -0.118 1.779 -1.085 -0.04 0.09 -0.09
H 0.021 -1.837 -1.108 -0.05 0.05 -0.09
```
Positions in Å, forces in eV/Å.

Values from the calculation:
2S+1   1
Charge   0
Electronic energy   -379.12869 Eh
Energy relative to the best compared isomer or geometry (same formula, charge and spin)   7.7 kcal per mole

Results of the Mulliken charge analysis, in e, for atoms 1 through 2: atom 1 (O): -0.52, atom 2 (O): -0.61